#w
Below is one molecule with the formula H2N2O2S, with properties calculated with ωB97M-V/def2-TZVPD.

Computed properties:
Charge = 0
HOMO energy (alpha / beta) = -8.8 / -8.8 eV

Element x y z (Å)
N  -1.65  0.35  -0.03
N  -0.47  -0.32  -0.14
O  -4.02  0.61  -0.11
O  0.56  0.53  0.17
S  -3.00  -0.38  0.13
H  -0.21  -1.19  0.44
H  0.45  1.45  -0.19

Here are the natural (NBO) charges for atoms 1 to 4, given in e: -0.551, -0.150, -0.879, -0.576

=====

#x
Below is a 2-piece molecular cluster, H2N2O2S overall, with properties calculated with ωB97M-V/def2-TZVPD.

Computed properties:
Charge = 0
HOMO energy (alpha / beta) = -9.3 / -9.2 eV

Element x y z (Å)
N  -1.35  0.24  -0.60
N  -1.22  -0.33  0.43
O  2.06  0.63  -0.57
O  0.02  -0.61  1.04
S  1.67  0.94  -1.98
H  -1.82  -0.85  0.96
H  0.64  -0.02  0.73

Here are the natural (NBO) charges for atoms 1 to 4, given in e: -0.243, 0.027, -0.726, -0.608

=====

Quick ranking, most stable first: #w, #x.

=====

#w
Below is a 2-piece molecular cluster, C2H8NO2P overall, with properties calculated with ωB97M-V/def2-TZVPD.

Computed properties:
Charge = 0
HOMO energy (alpha / beta) = -8.2 / -8.9 eV

Element x y z (Å)
C  0.69  -0.32  -2.76
C  0.32  -1.31  1.48
N  -1.36  0.79  0.94
O  1.15  1.26  0.92
O  -1.46  2.19  0.87
P  0.20  0.23  0.45
H  0.32  -1.32  -2.84
H  0.04  0.49  -3.02
H  1.74  -0.15  -2.69
H  -0.32  -2.10  1.11
H  1.36  -1.63  1.46
H  0.04  -1.03  2.50
H  -2.17  0.40  0.45
H  -0.57  2.49  1.14

Here are the natural (NBO) charges for atoms 1 to 4, given in e: -0.533, -0.978, -0.615, -1.072

=====

#x
Below is a 2-piece molecular cluster, C2H8NO2P overall, with properties calculated with ωB97M-V/def2-TZVPD.

Computed properties:
Charge = 0
Structure (SMILES) = CNP=O.CO
HOMO energy = -10.2 eV

Element x y z (Å)
C  -0.84  -1.93  0.87
N  -1.16  -0.58  0.39
P  -2.45  -0.07  -0.71
O  -2.62  1.37  -0.92
H  -0.62  -1.96  1.98
H  -1.66  -2.60  0.70
H  0.17  -2.34  0.41
H  -0.58  0.09  0.83
C  1.64  1.63  -0.82
O  1.93  0.84  0.31
H  0.46  1.82  -0.83
H  1.97  1.22  -1.70
H  2.28  2.53  -0.73
H  1.49  -0.01  0.22

Here are the natural (NBO) charges for atoms 1 to 4, given in e: -0.422, -0.981, 1.421, -1.020

=====

Quick ranking, most stable first: #x, #w.

=====

#w
Below is a 5-piece molecular cluster, C11H34N2O5 overall, with properties calculated with ωB97M-V/def2-TZVPD.

Computed properties:
Charge = 0
Structure (SMILES) = COC[C@H](C)N.COC[C@H](C)N.CO.CO.CO
HOMO energy = -9.3 eV

Element x y z (Å)
C  -18.76  -2.39  11.92
O  -18.26  -2.10  13.27
C  -18.00  -0.79  13.67
C  -17.98  -0.52  15.20
C  -17.58  0.84  15.67
N  -17.07  -1.48  15.88
H  -19.15  -3.40  11.80
H  -17.97  -2.22  11.18
H  -19.62  -1.76  11.70
H  -17.10  -0.43  13.17
H  -18.78  -0.19  13.18
H  -18.96  -0.63  15.66
H  -17.48  0.87  16.76
H  -18.34  1.57  15.41
H  -16.63  1.28  15.35
H  -17.57  -2.35  15.78
H  -16.33  -1.61  15.20
C  -10.80  -0.56  18.97
O  -11.52  -1.63  19.54
C  -12.13  -1.31  20.84
C  -12.73  -2.55  21.58
C  -13.97  -3.03  20.85
N  -13.02  -2.16  22.95
H  -11.44  0.32  18.89
H  -10.57  -0.91  17.97
H  -9.88  -0.22  19.46
H  -11.34  -0.88  21.46
H  -12.90  -0.55  20.71
H  -11.95  -3.29  21.79
H  -13.61  -3.50  19.94
H  -14.78  -2.34  20.61
H  -14.57  -3.79  21.35
H  -13.68  -1.39  22.93
H  -13.55  -2.97  23.26
C  -13.94  -1.76  16.83
O  -14.66  -0.58  17.13
H  -12.90  -1.65  17.15
H  -14.39  -2.50  17.50
H  -14.13  -1.96  15.78
H  -15.59  -0.73  16.93
C  -13.64  -1.23  12.60
O  -14.16  0.10  12.50
H  -13.21  -1.69  11.71
H  -12.86  -1.21  13.37
H  -14.44  -1.88  12.96
H  -15.02  0.18  12.09
C  -15.12  2.83  18.18
O  -13.97  2.08  18.68
H  -15.79  3.14  18.98
H  -14.82  3.75  17.70
H  -15.78  2.32  17.48
H  -13.86  1.27  18.17

Here are the natural (NBO) charges for atoms 1 to 4, given in e: -0.244, -0.569, -0.063, -0.076

=====

#x
Below is a 5-piece molecular cluster, C11H34N2O5 overall, with properties calculated with ωB97M-V/def2-TZVPD.

Computed properties:
Charge = 0
Structure (SMILES) = COC[C@H](C)N.COC[C@H](C)N.CO.CO.CO
HOMO energy = -9.4 eV

Element x y z (Å)
C  -0.43  4.52  -3.08
O  -0.88  3.18  -3.02
C  -0.01  2.29  -3.68
C  -0.80  1.19  -4.36
C  -1.72  0.41  -3.40
N  0.13  0.27  -5.06
H  -1.19  5.16  -2.63
H  -0.35  4.81  -4.13
H  0.56  4.66  -2.63
H  0.63  2.75  -4.44
H  0.71  1.93  -2.93
H  -1.50  1.56  -5.10
H  -2.41  -0.23  -3.95
H  -2.16  1.16  -2.74
H  -1.14  -0.24  -2.75
H  0.65  -0.23  -4.35
H  -0.40  -0.41  -5.59
C  -1.13  -1.61  5.73
O  -0.29  -2.44  4.96
C  -0.03  -1.88  3.70
C  1.00  -2.70  2.93
C  2.41  -2.50  3.46
N  0.95  -2.27  1.51
H  -0.59  -0.93  6.38
H  -1.80  -2.21  6.35
H  -1.81  -1.04  5.08
H  -0.96  -1.78  3.12
H  0.28  -0.83  3.74
H  0.69  -3.75  2.97
H  2.43  -2.62  4.55
H  2.71  -1.46  3.35
H  3.11  -3.15  2.94
H  1.78  -2.57  1.02
H  0.22  -2.83  1.08
C  -0.77  -3.24  -1.96
O  0.25  -4.23  -1.71
H  -0.60  -2.43  -1.26
H  -0.62  -2.83  -2.97
H  -1.68  -3.84  -2.00
H  1.03  -4.12  -2.26
C  -0.62  0.58  0.25
O  0.16  0.61  1.45
H  -1.06  1.57  0.12
H  -0.03  0.41  -0.66
H  -1.41  -0.18  0.24
H  0.38  -0.33  1.56
C  1.11  3.91  1.92
O  1.02  3.30  0.66
H  1.30  4.97  1.80
H  0.23  3.82  2.57
H  1.93  3.44  2.49
H  0.70  2.39  0.76

Here are the natural (NBO) charges for atoms 1 to 4, given in e: -0.241, -0.549, -0.075, -0.067

=====

Quick ranking, most stable first: #x, #w.

=====

#w
Below is a 10-piece molecular cluster, C4H18BO17 overall, with properties calculated with ωB97M-V/def2-TZVPD.

Computed properties:
Charge = -1
HOMO energy = -7.6 eV

Element x y z (Å)
O  2.22  1.75  1.10
C  1.20  1.21  0.71
O  -0.09  1.39  1.06
B  -0.96  0.51  0.23
O  -0.05  -0.28  -0.58
C  1.20  0.23  -0.48
O  2.23  -0.09  -1.17
O  -1.90  1.28  -0.61
C  -3.03  0.81  -0.53
O  -4.05  1.25  -1.08
C  -2.98  -0.31  0.53
O  -1.79  -0.41  0.93
O  -4.00  -0.93  0.96
O  4.36  -1.89  -5.35
H  3.63  -1.61  -4.79
H  5.08  -2.03  -4.74
O  -6.57  -4.37  0.07
H  -6.04  -3.69  0.47
H  -6.69  -5.02  0.76
O  1.87  5.92  2.74
H  2.67  5.97  2.21
H  1.21  5.56  2.14
O  -2.45  -0.60  5.14
H  -2.34  -0.83  4.22
H  -2.49  -1.45  5.59
O  -2.51  -0.93  -4.51
H  -3.15  -0.98  -3.80
H  -2.70  -1.69  -5.05
O  6.64  2.48  0.21
H  6.76  2.46  1.16
H  5.69  2.47  0.09
O  -0.30  1.94  -4.33
H  -0.69  1.06  -4.29
H  -1.02  2.53  -4.08
O  4.35  0.68  5.09
H  3.73  1.13  4.52
H  4.24  -0.25  4.89
O  -0.74  -4.66  0.17
H  0.19  -4.89  0.12
H  -0.75  -3.71  0.26

Here are the natural (NBO) charges for atoms 1 to 4, given in e: -0.557, 0.691, -0.649, 1.152

=====

#x
Below is a 10-piece molecular cluster, C4H18BO17 overall, with properties calculated with ωB97M-V/def2-TZVPD.

Computed properties:
Charge = -1
HOMO energy = -8.4 eV

Element x y z (Å)
O  0.72  3.55  -1.12
C  0.42  2.54  -0.44
O  1.25  1.50  -0.23
B  0.54  0.36  0.40
O  -0.87  0.83  0.41
C  -0.97  2.07  -0.06
O  -2.03  2.68  -0.14
O  0.95  0.00  1.77
C  1.36  -1.27  1.78
O  1.71  -1.91  2.75
C  1.18  -1.79  0.35
O  0.69  -0.89  -0.35
O  1.44  -2.96  0.01
O  1.68  -2.95  -3.55
H  2.13  -3.50  -4.19
H  2.25  -2.96  -2.78
O  2.40  -5.22  1.61
H  2.22  -4.66  0.86
H  1.58  -5.25  2.10
O  1.51  6.12  0.07
H  1.40  5.82  0.98
H  1.52  5.31  -0.45
O  -4.99  2.96  0.04
H  -4.93  2.66  -0.87
H  -4.09  3.15  0.30
O  3.00  0.03  -2.69
H  2.24  -0.38  -2.27
H  2.69  0.90  -2.93
O  0.11  -2.38  4.84
H  0.57  -2.10  4.05
H  0.82  -2.61  5.45
O  -1.37  3.95  -3.01
H  -0.92  3.59  -2.24
H  -2.13  4.40  -2.66
O  -3.52  -0.03  0.23
H  -2.68  0.37  0.43
H  -3.55  -0.81  0.78
O  -1.78  -3.63  0.43
H  -0.95  -3.85  0.85
H  -1.59  -3.64  -0.50

Here are the natural (NBO) charges for atoms 1 to 4, given in e: -0.585, 0.688, -0.636, 1.173

=====

Quick ranking, most stable first: #x, #w.